{
  "formula": "C20H36BeN11O12",
  "method": "ωB97M-V with the def2-TZVPD basis set",
  "total_charge": 1,
  "lumo_energy_ev": -8.603,
  "mol_weight_da": 631.58,
  "symbols": ["Be", "O", "C", "O", "O", "H", "C", "O", "N", "N", "H", "H", "H", "H", "C", "O", "N", "N", "H", "H", "H", "H", "C", "O", "N", "N", "H", "H", "H", "H", "C", "O", "N", "N", "H", "H", "H", "H", "C", "O", "N", "N", "H", "H", "H", "H", "C", "C", "C", "C", "C", "C", "O", "O", "H", "H", "H", "H", "H", "H", "C", "C", "C", "C", "C", "C", "O", "O", "H", "H", "H", "H", "H", "H", "C", "C", "N", "H", "H", "H"],
  "coordinates": [[4.7675, 2.2537, -1.8881], [-0.1166, -0.3766, 0.1285], [0.8262, 0.3994, -0.3334], [1.5087, 1.1277, 0.3833], [1.1217, 0.3424, -1.4673], [-0.0692, -0.9479, -0.6416], [-1.1722, -4.7949, -3.8187], [-0.9179, -4.1894, -2.8048], [-0.3614, -4.7560, -4.8247], [-2.2471, -5.5064, -4.0057], [-0.5821, -5.1974, -5.7059], [0.4248, -4.1225, -4.8514], [-2.9970, -5.5571, -3.3310], [-2.4426, -5.9301, -4.9014], [-5.6072, -4.1918, 0.1784], [-5.6166, -4.8945, -0.7898], [-4.5011, -3.6254, 0.5936], [-6.6797, -3.7837, 0.8311], [-3.6928, -3.7954, 0.0123], [-4.4198, -3.0853, 1.4432], [-6.6982, -2.9784, 1.4404], [-7.5520, -4.0349, 0.3883], [3.7673, -0.0928, -7.0565], [4.1701, 0.5996, -6.1181], [2.6493, -0.7289, -7.0675], [4.4965, -0.4662, -8.0595], [2.3832, -1.3049, -7.8534], [2.0749, -0.3986, -6.3053], [4.1059, -1.0594, -8.7775], [5.2720, 0.1616, -8.2163], [-0.2957, -7.6388, 1.4218], [-0.4058, -8.8442, 1.3289], [-0.9036, -6.8772, 2.3145], [0.5067, -6.9532, 0.5817], [-1.2511, -7.3104, 3.1580], [-0.5739, -5.9261, 2.3972], [0.2120, -6.0230, 0.3211], [0.9626, -7.4657, -0.1597], [1.3728, 4.8031, -5.3492], [2.2231, 4.6621, -4.5031], [0.2973, 4.0226, -5.5165], [1.3281, 5.7427, -6.2455], [0.2396, 3.2612, -4.8555], [-0.3303, 4.1511, -6.2973], [2.0235, 6.4667, -6.1342], [0.5894, 5.8108, -6.9308], [2.1257, 6.3776, 3.6195], [2.7560, 7.5638, 4.0248], [1.9339, 8.6857, 4.2328], [0.7171, 8.8659, 3.6355], [0.0939, 7.6644, 3.1908], [0.7366, 6.4441, 3.2693], [0.1726, 5.2510, 2.8242], [2.4806, 9.7614, 4.8462], [2.7860, 5.5234, 3.5910], [3.7663, 7.6913, 4.3844], [0.1709, 9.7945, 3.7114], [-0.8904, 7.6805, 2.7466], [0.8313, 4.5983, 2.5755], [3.4221, 9.7577, 5.0339], [0.6581, -2.2265, 8.1734], [0.4696, -2.7141, 6.8572], [0.9147, -2.0563, 5.6906], [1.6514, -0.9236, 5.9435], [1.9110, -0.3652, 7.2149], [1.3860, -1.0670, 8.3069], [1.4926, -0.4412, 9.5160], [0.5572, -2.5753, 4.4803], [0.3061, -2.5915, 9.1270], [-0.0668, -3.6353, 6.6837], [2.1701, -0.5310, 5.0814], [2.3796, 0.6063, 7.2697], [1.7830, 0.4708, 9.4414], [0.5019, -1.7800, 3.9454], [-4.1639, 0.4410, -3.0916], [-4.1264, 0.7991, -4.5107], [-4.0908, 1.0807, -5.6544], [-3.4406, -0.3370, -2.8473], [-5.1241, -0.0664, -2.9983], [-4.1604, 1.3055, -2.4278]],
  "atomic_forces_ev_per_a": [[-0.37, -0.06, -0.06], [-0.60, -0.42, 0.81], [-0.39, 0.35, 3.66], [1.07, 1.78, 2.05], [1.51, -0.14, -6.34], [-1.34, -1.50, -0.29], [-0.04, 1.16, 1.95], [0.13, 1.03, 2.19], [3.06, -0.02, -4.35], [-3.38, -2.24, -0.64], [0.07, 0.09, 0.23], [-0.31, -0.21, 0.41], [0.41, 0.16, 0.08], [0.02, 0.09, 0.30], [-0.07, 0.70, -0.70], [-0.40, -1.78, -1.74], [3.51, 1.27, 1.04], [-3.23, 0.24, 1.19], [0.00, 0.04, 0.42], [0.04, -0.22, -0.33], [0.15, -0.28, -0.25], [0.07, 0.03, 0.29], [1.96, 0.82, 2.65], [-0.37, 0.52, -0.39], [-4.34, -0.99, 1.35], [3.38, 0.22, -3.07], [-0.57, 0.33, 0.62], [-0.77, -0.79, -0.41], [0.56, 0.50, -0.10], [0.17, -0.59, -0.55], [0.64, -2.14, -1.30], [-0.17, -0.57, 0.52], [-1.20, 1.67, 1.96], [1.07, 1.45, -1.30], [-0.05, 0.01, -0.33], [-0.11, -0.24, 0.26], [0.20, -0.06, -0.04], [-0.38, -0.11, 0.19], [-0.91, -1.26, 0.38], [0.86, -0.16, 1.03], [-0.99, -2.08, 1.07], [1.35, 3.63, -2.17], [-0.47, -0.06, -0.54], [0.05, -0.45, 0.54], [-0.28, 0.03, -0.51], [0.45, 0.28, 0.29], [0.71, 2.24, 0.51], [-1.94, -1.06, 0.47], [2.67, 1.44, -0.38], [-1.87, -2.48, 0.18], [-0.21, 1.17, 0.08], [2.26, -2.33, -0.87], [-0.78, 1.72, 0.37], [-0.91, 0.80, 0.10], [-0.56, -0.53, -0.26], [0.22, -0.63, -0.20], [0.13, 0.03, -0.19], [-0.12, 0.07, 0.08], [0.32, 0.10, 0.17], [0.10, -0.59, -0.11], [0.41, -0.22, -1.48], [-0.46, -0.50, 0.93], [-0.62, -1.04, 2.96], [1.47, 1.28, -0.56], [-1.18, -1.81, -1.86], [0.66, 3.10, 0.06], [-0.42, -1.13, 0.59], [0.44, 0.86, 0.54], [-0.39, -0.77, -0.38], [-0.22, -0.11, 0.24], [-0.07, 0.68, -0.18], [0.27, -0.15, 0.25], [0.14, -0.04, -0.26], [-0.04, -0.13, -0.90], [-0.88, -0.59, -0.47], [0.65, 1.07, -3.22], [-0.12, -0.85, 3.46], [0.31, 0.41, 0.00], [-0.19, 0.08, 0.39], [0.26, -0.13, -0.15]]
}